(1)
Here is a cluster of 5 separate species, H10O5 in total at a distorted geometry from OMol25. Energies are from the ωB97M-V functional and the def2-TZVPD basis.

Last column: natural (NBO) charge in e.
Element x y z (Å)
O: 2.57828 2.53895 -0.46139  -0.938
H: -0.13276 0.11742 -0.21533  0.507
H: 2.06632 2.16397 0.25521  0.479
O: -2.25525 -2.24278 0.15768  -0.916
H: 2.21214 2.14155 -1.25148  0.459
H: -2.88327 -2.94523 -0.01084  0.471
H: 0.03576 -0.46684 -2.45031  0.482
H: -1.61759 -2.31548 -0.55249  0.445
H: -0.62143 -1.71558 -1.90202  0.461
O: 0.49817 0.35060 0.46569  -0.972
O: -0.03065 1.44741 2.74234  -0.964
H: -0.74717 0.81645 2.81099  0.462
H: 1.17729 -0.32112 0.40383  0.476
O: -0.71628 -0.76377 -1.93797  -0.933
H: 0.43642 1.19443 1.94604  0.481

The energy above the lowest of the compared OMol25 structures with the same formula, charge and spin is 1.414 eV. Its structure (SMILES) is O.O.O.O.O. As for the HOMO-LUMO gap: 0.37643 Ha. The value obtained for the electronic energy is -10399.43578 eV. As for the multiplicity: 1. The calculation puts the largest force on an atom at 0.022 Eh/bohr. Its HOMO energy is -10.51 eV.


(2)
Here is a cluster of 3 separate species, C13H36BrIN3O2P in total at a distorted geometry from OMol25. Energies are from the ωB97M-V functional and the def2-TZVPD basis.

Last column: natural (NBO) charge in e.
Element x y z (Å)
H: 0.71163 1.69469 0.72252  0.055
H: 4.46381 -0.07413 0.32350  0.379
H: -2.96084 0.96777 -0.50630  0.196
C: -2.08868 2.54621 0.73689  -0.448
H: 2.35328 1.16976 3.49881  0.370
C: -6.55120 -3.83146 -2.22636  -0.247
H: -4.18164 -3.12026 -2.82297  0.166
H: -6.17311 -3.92380 -3.25034  0.167
C: 6.99700 0.33176 -0.25352  -0.070
H: 0.84116 -0.39739 3.92503  0.204
N: 5.01850 -0.18918 1.16857  -0.857
H: 4.96976 2.34280 0.52841  0.207
C: 5.81317 2.10344 1.17735  -0.616
C: -1.48935 1.49340 1.66511  -0.571
H: 1.94641 -1.39198 2.98976  0.195
H: -0.97855 0.30759 -0.27426  0.011
N: -5.01907 -0.95046 -0.29156  -0.832
I: 1.70906 -0.42740 -1.02843  -0.564
H: -0.78675 -0.93252 2.42513  0.236
H: -2.25752 0.77908 1.96568  0.217
C: 6.21682 0.64022 1.02881  -0.079
C: 1.30776 -0.50594 2.94731  -0.215
H: -5.43535 0.34499 -2.66916  0.220
C: -4.40763 -2.86139 -1.77968  -0.071
H: -6.59022 -0.94987 -2.39181  0.202
O: -5.49238 -3.63744 -1.31171  -0.548
H: -3.39352 2.59025 -1.00027  0.219
N: 2.07148 0.69507 2.64996  -0.873
P: -0.09692 0.57528 0.76049  0.993
H: -2.47533 3.37191 1.33394  0.228
H: 5.72855 1.30088 -3.09210  0.192
H: -3.60553 -0.91165 -1.80677  0.184
H: -3.55221 -3.16055 -1.16890  0.184
Br: -0.85497 2.26420 3.32517  -0.006
H: -5.85089 -1.48148 -0.04823  0.360
C: 0.17126 -0.78199 1.92443  -0.746
H: -4.31984 -1.24229 0.38490  0.349
H: 4.99910 1.96187 -1.62169  0.170
H: 6.89085 0.39138 1.85604  0.184
H: 6.73230 2.21028 -1.93882  0.161
H: 7.43987 -0.66268 -0.15701  0.183
H: 0.39624 -1.67006 1.33792  0.266
H: 5.26755 -1.17277 1.19200  0.359
H: 6.63822 2.77317 0.93008  0.205
H: -7.04949 -4.75936 -1.95014  0.191
C: -5.55298 -0.73783 -2.65401  -0.614
O: 6.21058 0.26992 -1.42205  -0.544
H: 7.81583 1.05438 -0.38008  0.161
H: -4.13653 1.87990 0.42632  0.225
C: 5.90037 1.50324 -2.03633  -0.246
H: -1.30249 2.97708 0.10566  0.203
C: -3.20372 1.96219 -0.12918  -0.604
C: -4.59686 -1.34865 -1.63624  -0.079
H: 2.93900 0.46014 2.17427  0.401
H: -7.28335 -3.02020 -2.20136  0.164
H: 5.50362 2.30127 2.20337  0.215
H: -5.36623 -1.12138 -3.65819  0.206

Its structure (SMILES) is CC[C@H](Br)[PH2](I)CCN.COC[C@@H](C)N.COC[C@@H](C)N. As for the HOMO-LUMO gap: 0.32326 Ha. The value obtained for the electronic energy is -110060.80029 eV. As for the multiplicity: 1. The calculation puts the largest force on an atom at 0.029 Eh/bohr. Its HOMO energy is -8.29 eV.


(3)
Here is a cluster of 9 separate species, C4H23NO11 in total at a distorted geometry from OMol25. Energies are from the ωB97M-V functional and the def2-TZVPD basis.

Last column: natural (NBO) charge in e.
Element x y z (Å)
H: -1.92341 0.53936 2.67413  0.507
H: -0.89374 2.17443 3.51895  0.511
H: -1.56623 -4.16135 -2.18072  0.508
O: -1.12341 -3.81172 -1.36477  -0.942
O: -2.41468 1.40659 2.69309  -0.998
O: -1.84024 0.22827 -2.37334  -0.988
H: -2.01117 0.76521 -1.63404  0.507
H: -0.07920 -1.90709 -4.30193  0.478
H: -3.37734 1.03499 2.60860  0.502
H: -1.17832 -1.56544 1.70305  0.479
C: 1.36311 1.95735 1.29045  0.808
O: 0.37124 1.25057 1.26634  -0.711
H: 3.15560 0.43529 -1.22557  0.283
C: 2.44291 0.50688 -0.42745  -0.464
H: -2.67213 -0.35902 -2.41758  0.508
H: -0.23368 0.46528 -2.52265  0.473
C: 1.30049 -0.02856 -1.25903  0.640
O: 1.25435 -1.22481 -1.64177  -0.100
H: -1.20350 -2.90087 -1.37241  0.460
H: -1.64242 2.59928 0.04890  0.480
C: 2.43786 1.84932 0.24580  -0.529
O: 0.07916 2.18267 3.88538  -0.909
H: 0.25021 1.69281 -1.28202  0.443
H: 3.44448 2.06717 0.58424  0.291
H: -0.46117 -0.34856 1.68021  0.478
O: 1.49591 2.91331 2.15415  -0.631
H: 1.75068 -3.43179 -0.25188  0.444
O: 1.33889 -4.23448 -0.08254  -0.949
H: 0.03598 -2.82322 -2.85968  0.481
H: 2.26013 2.68169 -0.40423  0.257
H: 0.57814 -4.36661 -0.70578  0.496
H: -2.38655 1.51776 0.81573  0.512
O: -0.08863 -2.75917 -3.90276  -0.958
H: 0.73162 2.88864 2.73158  0.508
H: 0.31535 1.33898 3.67381  0.471
O: -2.03664 1.75252 -0.07846  -0.996
O: -0.81219 -0.89523 2.31770  -0.934
H: 2.90537 -0.26163 0.20731  0.279
N: 0.43318 0.83118 -1.81083  -0.695

Its expectation value of S² is 0.755. The energy above the lowest of the compared OMol25 structures with the same formula, charge and spin is 0.743 eV. As for the HOMO-LUMO gap (alpha / beta): 0.36516 / 0.17518 Ha. The value obtained for the electronic energy is -28524.54070 eV. As for the total charge: +1. As for the multiplicity: 2. The calculation puts the largest force on an atom at 0.113 Eh/bohr. Its HOMO energy (alpha / beta) is -13.70 / -13.70 eV.


(4)
Here is the molecule C25H29N3O3S from OMol25. Energies are from the ωB97M-V functional and the def2-TZVPD basis.

Last column: natural (NBO) charge in e.
Element x y z (Å)
C: 4.01119 0.36780 -0.13391  -0.217
C: -2.59006 2.17365 2.48493  -0.609
C: -3.50181 1.54698 -0.56310  0.002
H: 0.31606 -1.04403 3.66648  0.179
C: 3.42787 -0.60504 -0.92609  -0.180
H: -1.75972 -1.18607 -3.12459  0.225
H: 4.91893 0.14975 0.41033  0.213
H: -3.42920 2.16683 -3.28747  0.205
H: 3.88148 2.38877 0.56881  0.217
H: 0.73434 0.37527 1.09935  0.232
H: -2.48984 2.21346 3.56908  0.241
H: -1.09038 3.08014 -3.48939  0.223
H: -1.86652 3.50823 -1.94035  0.203
H: -0.33854 2.21404 -0.80637  0.449
C: -3.56333 0.65780 0.47219  -0.283
C: -2.56526 1.65643 -2.84958  -0.220
N: -0.35939 2.10921 -1.81454  -0.638
C: -2.64963 -0.34594 -1.34376  0.206
C: 1.70694 0.92917 -1.58380  -0.157
C: -2.85054 -1.83358 0.57571  -0.205
C: -3.03739 -0.57870 -0.00116  -0.119
C: 0.54852 1.32959 -2.44134  0.672
C: -2.27173 -2.82296 -0.18541  -0.233
H: -2.17499 0.93565 -3.56814  0.234
H: 2.33822 -2.38784 0.83083  0.164
C: 1.65053 -1.42809 -2.48217  -0.656
H: -0.26951 -1.08261 0.92988  0.223
N: -0.99723 0.40213 2.19825  -0.604
H: 2.46138 -0.14082 3.94307  0.218
H: -1.65610 -0.11920 2.75953  0.405
H: -2.10837 -3.80103 0.24115  0.217
C: 2.29963 -2.68556 1.88791  -0.071
H: 2.31827 -2.28153 -2.57239  0.209
H: 3.43483 -2.28601 3.67749  0.206
S: -3.99994 1.04605 2.13638  0.240
H: 2.56690 0.20808 2.21444  0.219
H: -2.81810 3.16687 2.09937  0.236
O: -0.67900 2.32148 1.04793  -0.677
H: -3.16024 -2.01694 1.59390  0.219
C: -1.46418 2.68915 -2.53800  -0.226
C: 2.33395 -0.56229 2.94833  -0.439
C: 0.10864 -0.33750 1.64041  -0.268
O: 0.45546 1.04734 -3.62417  -0.646
C: 0.89682 -1.08922 2.73708  0.100
H: -3.80672 2.57563 -0.58367  0.219
H: -1.43495 -3.38548 -2.07461  0.214
C: -1.88422 -2.58353 -1.50734  -0.214
C: -1.32569 1.64835 1.83341  0.696
H: 4.14619 -1.56353 2.22168  0.213
O: 1.00720 -2.46356 2.41121  -0.526
H: 1.85850 2.88891 -0.73164  0.224
C: -2.06745 -1.35429 -2.10399  -0.256
C: 3.21414 -1.79671 2.72880  -0.427
C: 2.27499 -0.34768 -1.65779  0.031
H: 3.88665 -1.58185 -0.99378  0.203
H: 0.72091 -1.75887 -2.01755  0.229
N: -2.95758 0.95115 -1.66055  -0.359
H: 2.51206 -3.75098 1.97620  0.192
C: 2.29124 1.90076 -0.77543  -0.167
H: 1.41062 -1.05094 -3.47289  0.255
C: 3.43515 1.62371 -0.04916  -0.237

The energy above the lowest of the compared OMol25 structures with the same formula, charge and spin is 0.000 eV. Its structure (SMILES) is Cc1ccccc1C(=O)NCCn1cc(SCC(=O)NC[C@@H]2CCCO2)c2ccccc21. As for the HOMO-LUMO gap: 0.31607 Ha. The value obtained for the electronic energy is -47845.68667 eV. As for the multiplicity: 1. The calculation puts the largest force on an atom at 0.013 Eh/bohr. Its HOMO energy is -8.01 eV.